[1]
H66O33 | the ωB97M-V functional and the def2-TZVPD basis

Structure (XYZ):
```
99
Properties=species:S:1:pos:R:3:lowdin_charge:R:1
O -0.441 -1.316 -3.533 -0.036
H 0.038 -0.638 -3.056 0.014
H -0.542 -2.028 -2.902 -0.011
O -0.261 -1.152 3.286 -0.044
H -0.124 -1.367 2.364 0.017
H -0.451 -1.992 3.704 0.040
O 2.892 -4.073 -0.175 -0.030
H 2.874 -3.417 -0.872 0.007
H 3.769 -4.452 -0.225 0.072
O 0.694 -3.250 4.985 -0.049
H 1.343 -3.280 4.283 -0.016
H 0.727 -4.121 5.381 0.041
O -0.828 -2.131 0.779 -0.040
H -0.361 -2.610 0.094 0.016
H -1.748 -2.357 0.645 0.024
O -1.880 1.584 -0.240 -0.024
H -2.560 1.164 -0.767 0.032
H -2.284 2.394 0.072 0.026
O 1.445 0.465 4.815 -0.050
H 1.113 -0.062 4.088 -0.022
H 2.238 0.011 5.098 0.023
O -4.479 -2.635 -1.720 -0.008
H -4.262 -2.891 -2.617 0.068
H -4.441 -1.679 -1.728 0.049
O -4.377 -2.068 2.976 -0.041
H -4.063 -2.426 2.146 -0.016
H -3.677 -2.258 3.600 0.041
O -3.854 3.091 1.003 -0.041
H -3.931 2.258 1.468 0.008
H -3.867 3.753 1.694 0.083
O 0.346 0.177 -0.051 -0.043
H 0.039 -0.646 0.328 -0.019
H -0.444 0.710 -0.140 -0.019
O 0.112 4.526 -0.185 -0.063
H 0.191 4.016 0.621 -0.025
H 0.987 4.502 -0.571 -0.013
O -2.631 -0.172 -4.998 -0.040
H -2.304 -0.803 -4.357 -0.013
H -3.414 0.199 -4.592 -0.002
O 3.157 -2.832 -3.022 -0.024
H 2.223 -2.655 -3.135 0.031
H 3.594 -2.111 -3.476 0.043
O 2.872 3.474 1.604 -0.050
H 3.384 2.959 0.981 -0.028
H 2.047 2.996 1.690 -0.007
O 3.945 2.373 -0.708 -0.030
H 4.797 2.809 -0.718 0.094
H 4.146 1.458 -0.514 0.037
O 4.994 -0.664 -1.385 -0.019
H 4.876 -1.272 -2.115 0.031
H 5.941 -0.533 -1.333 0.073
O 1.410 -5.747 1.616 -0.048
H 0.528 -5.456 1.851 0.024
H 1.670 -5.168 0.899 -0.031
O 0.053 -3.412 -1.612 -0.021
H -0.769 -3.864 -1.802 0.071
H 0.716 -4.102 -1.630 0.059
O 2.308 4.022 -1.797 -0.045
H 2.908 4.299 -2.490 0.054
H 2.696 3.219 -1.450 -0.018
O 1.580 0.950 -2.590 -0.059
H 1.154 1.745 -2.909 0.003
H 1.332 0.898 -1.667 0.000
O -0.157 2.922 -2.727 -0.052
H -0.336 3.495 -1.981 0.013
H -1.001 2.516 -2.926 0.004
O 4.252 1.216 -3.765 -0.065
H 3.652 0.968 -3.062 -0.029
H 4.467 2.132 -3.586 0.021
O -2.863 2.663 -3.408 -0.031
H -3.610 2.195 -3.781 0.029
H -2.855 3.505 -3.862 0.067
O -3.424 -3.348 0.568 -0.040
H -3.203 -4.279 0.581 0.072
H -3.779 -3.198 -0.308 -0.014
O -4.681 4.172 -1.400 -0.054
H -3.907 4.603 -1.761 0.037
H -4.369 3.749 -0.600 -0.032
O 3.394 -0.765 0.954 -0.031
H 3.803 -0.956 0.110 0.005
H 2.458 -0.720 0.762 0.040
O 0.013 2.949 2.065 -0.037
H -0.298 3.207 2.933 0.066
H -0.589 2.257 1.790 0.013
O -4.437 0.932 2.621 -0.029
H -4.803 0.122 2.267 0.046
H -5.065 1.208 3.289 0.077
O -4.787 1.005 -1.395 -0.028
H -4.740 0.934 -2.348 0.022
H -4.921 1.938 -1.231 0.011
O -1.611 1.104 3.468 -0.047
H -1.203 0.245 3.576 -0.021
H -2.540 0.913 3.340 -0.008
O 2.738 -2.779 3.076 -0.034
H 3.444 -2.133 3.079 0.042
H 2.581 -2.958 2.149 0.011
O 5.136 0.978 2.193 -0.052
H 4.554 0.499 1.602 -0.038
H 5.543 0.299 2.730 0.027
```

The calculation puts the frontier orbital gap at 8.4655 eV. As for the energy: -2522.5711 hartree. The value obtained for the relative energy (zero: lowest compared OMol25 entry of this formula, charge and spin) is 3.530 eV.

***

[2]
C2H4Cl3NO2S | the ωB97M-V functional and the def2-TZVPD basis

Structure (XYZ):
```
13
Properties=species:S:1:pos:R:3:nbo_charge:R:1
C 0.121 0.868 0.206 -0.725
C -1.212 0.815 -0.760 -0.403
N 1.392 -1.623 -0.120 -0.974
O 1.348 -0.343 2.175 -0.909
O -0.668 -1.528 1.278 -0.933
S 0.527 -0.724 1.039 2.223
Cl -1.373 2.460 -1.330 0.304
Cl -0.708 -0.175 -2.090 0.014
Cl -2.634 0.328 0.083 0.121
H 0.063 1.658 1.087 0.279
H 0.859 1.298 -0.376 0.238
H 1.641 -0.891 -0.758 0.375
H 0.646 -2.142 -0.435 0.390
```

The calculation puts the frontier orbital gap (alpha / beta) at 5.8295 / 5.5849 eV. Its spin multiplicity is 3. As for the energy: -2062.3160 hartree.

***

[3]
C38H56CrN6O5S2Si | the ωB97M-V functional and the def2-TZVPD basis

Structure (XYZ):
```
109
Properties=species:S:1:pos:R:3:lowdin_spin:R:1
Cr -0.140 0.441 0.697 2.986
C -0.722 -1.336 5.362 0.000
O -0.748 -0.417 4.286 0.000
C -1.985 0.241 4.183 0.000
C -1.895 1.487 3.345 0.001
O -1.784 1.290 1.913 0.019
C -2.606 2.269 1.244 0.003
H -0.859 -0.818 6.317 0.000
H 0.254 -1.818 5.353 0.000
H -1.495 -2.101 5.253 0.000
H -2.301 0.591 5.177 0.000
H -2.761 -0.433 3.806 0.000
H -1.075 2.130 3.677 0.000
H -2.832 2.020 3.515 0.000
H -3.643 2.139 1.551 0.000
H -2.530 2.093 0.175 0.001
H -2.269 3.276 1.506 0.000
N 0.288 2.443 0.164 -0.010
C 0.815 3.228 1.245 0.000
C 0.886 4.591 1.255 0.000
C 1.488 5.260 2.344 -0.001
C 2.034 4.557 3.380 0.000
C 1.964 3.144 3.396 -0.001
C 2.529 2.332 4.410 0.004
C 2.417 0.976 4.326 0.000
C 1.685 0.412 3.263 0.006
N 1.130 1.134 2.321 -0.008
C 1.310 2.488 2.340 0.000
H 0.964 2.324 -0.600 0.003
H -0.497 2.889 -0.303 0.002
H 0.505 5.159 0.415 0.000
H 1.536 6.340 2.335 0.000
H 2.525 5.070 4.197 0.000
H 3.056 2.799 5.233 0.000
H 2.858 0.327 5.069 0.000
H 1.543 -0.659 3.194 0.001
S 1.819 -0.360 -0.242 -0.049
C 1.676 -1.960 0.429 -0.048
N 2.614 -2.844 0.133 0.191
N 2.657 -4.014 0.722 0.175
C 2.245 -4.384 2.033 0.008
C 2.567 -3.582 3.124 0.011
C 2.241 -4.008 4.398 -0.001
C 1.592 -5.224 4.593 0.011
C 1.284 -6.019 3.501 -0.002
C 1.611 -5.601 2.216 0.013
N 0.570 -2.377 1.092 -0.018
N -0.377 -1.534 1.214 -0.213
C -1.565 -2.126 1.746 -0.002
C -2.805 -1.636 1.354 -0.022
C -3.962 -2.226 1.842 0.003
C -3.885 -3.294 2.724 -0.025
C -2.642 -3.785 3.105 0.003
C -1.481 -3.212 2.616 -0.023
H 3.262 -4.665 0.247 0.003
H 3.097 -2.649 2.966 0.000
H 2.518 -3.403 5.253 0.000
H 1.348 -5.555 5.593 0.001
H 0.787 -6.969 3.641 0.000
H 1.361 -6.212 1.357 0.001
H -2.869 -0.832 0.637 0.000
H -4.925 -1.857 1.517 0.001
H -4.790 -3.750 3.105 -0.001
H -2.576 -4.625 3.785 0.001
H -0.510 -3.594 2.905 -0.001
C -3.629 0.857 -4.297 -0.001
C -2.384 1.708 -4.510 0.000
C -2.421 2.946 -3.622 0.000
C -2.250 2.109 -5.971 0.000
O -1.256 0.877 -4.201 -0.003
Si -0.238 0.690 -2.948 0.004
S -1.444 0.309 -1.245 -0.024
O 0.677 2.023 -2.606 0.002
C 1.765 2.623 -3.358 0.000
C 1.661 2.307 -4.843 0.000
C 3.067 2.079 -2.788 0.000
C 1.654 4.122 -3.121 0.000
O 0.824 -0.458 -3.352 0.003
C 0.719 -1.824 -3.795 0.000
C 2.109 -2.411 -3.602 0.000
C -0.299 -2.574 -2.947 0.001
C 0.323 -1.837 -5.265 0.000
H -4.531 1.419 -4.545 0.000
H -3.689 0.538 -3.255 -0.001
H -3.586 -0.030 -4.929 0.000
H -3.242 3.594 -3.929 0.000
H -1.489 3.509 -3.709 0.000
H -2.571 2.668 -2.576 0.000
H -3.146 2.636 -6.302 0.000
H -2.116 1.223 -6.592 0.000
H -1.395 2.770 -6.119 0.000
H 1.786 1.240 -5.022 0.000
H 2.442 2.844 -5.383 0.000
H 0.694 2.616 -5.241 0.000
H 3.098 0.994 -2.895 0.000
H 3.164 2.327 -1.728 0.000
H 3.921 2.511 -3.312 0.000
H 0.717 4.508 -3.527 0.000
H 2.479 4.649 -3.601 0.000
H 1.689 4.343 -2.051 0.000
H 2.396 -2.358 -2.550 0.000
H 2.838 -1.848 -4.186 0.000
H 2.133 -3.452 -3.927 0.000
H -0.040 -2.499 -1.889 0.000
H -0.318 -3.627 -3.232 0.000
H -1.302 -2.165 -3.083 0.001
H 1.052 -1.282 -5.858 0.000
H -0.657 -1.380 -5.403 0.000
H 0.289 -2.863 -5.634 0.000
```

The calculation puts the frontier orbital gap (alpha / beta) at 6.6164 / 6.3135 eV. The charge is +1. Its spin multiplicity is 4. As for the energy: -4316.7088 hartree. The value obtained for the relative energy (zero: lowest compared OMol25 entry of this formula, charge and spin) is 0.045 eV.

***

[4]
C12H14BaF5IN2OTe | the ωB97M-V functional and the def2-TZVPD basis

Structure (XYZ):
```
37
Properties=species:S:1:pos:R:3:lowdin_charge:R:1
C 3.597 4.296 0.997 -0.184
C 4.776 3.402 0.626 -0.178
H 3.280 4.901 0.145 0.063
H 3.866 4.987 1.800 0.066
H 2.731 3.714 1.326 -0.030
H 4.474 2.611 -0.062 0.047
H 5.568 3.979 0.142 0.059
H 5.208 2.935 1.513 0.060
C -2.835 1.128 -0.831 -0.101
C -4.081 1.086 -1.517 -0.021
C -4.309 -0.034 -2.340 -0.048
C -3.354 -1.062 -2.478 -0.002
H -2.549 1.961 -0.160 0.049
H -4.804 1.902 -1.389 0.116
H -5.229 -0.134 -2.888 0.103
H -3.477 -1.954 -3.102 0.101
N -1.905 0.150 -0.959 -0.007
C -2.146 -0.926 -1.751 -0.203
C -1.052 -1.996 -1.845 -0.187
N 0.081 -1.761 -1.134 -0.163
C 1.155 -2.583 -1.053 -0.154
C -0.013 -4.029 -2.570 -0.031
C 1.156 -3.785 -1.800 -0.025
H 2.000 -2.247 -0.389 0.100
H 2.024 -4.450 -1.759 0.113
C -1.132 -3.170 -2.620 0.013
H -2.050 -3.316 -3.197 0.107
H -0.072 -4.925 -3.161 0.104
Ba 0.595 0.112 0.542 1.597
I -0.262 3.155 1.617 -0.200
F 1.070 -1.867 4.577 -0.374
Te -0.205 -0.621 4.007 1.731
F -1.593 -1.562 4.833 -0.365
F 1.257 0.422 3.304 -0.528
F -1.448 0.733 3.609 -0.438
F 0.074 0.290 5.601 -0.341
O -0.398 -1.343 2.365 -0.849
```

The calculation puts the frontier orbital gap at 6.1644 eV. As for the energy: -1741.0804 hartree.

***

[5]
C5H8O | the ωB97M-V functional and the def2-TZVPD basis

Structure (XYZ):
```
14
Properties=species:S:1:pos:R:3:nbo_charge:R:1
O 1.846 1.250 -1.067 -0.518
C 2.026 0.628 -0.048 0.455
C 1.019 -0.325 0.561 -0.633
C 0.003 -0.915 -0.390 0.009
C -1.357 -0.875 0.160 -0.490
C -1.330 0.470 -0.606 -0.590
H 2.957 0.774 0.541 0.109
H 1.569 -1.202 0.935 0.264
H 0.631 0.181 1.471 0.202
H -0.373 0.475 -1.215 0.305
H -2.072 -1.589 -0.252 0.216
H -1.504 -0.735 1.238 0.193
H -2.093 0.524 -1.382 0.250
H -1.321 1.337 0.056 0.227
```

The calculation puts the frontier orbital gap at 9.2433 eV. As for the energy: -270.4036 hartree. The value obtained for the relative energy (zero: lowest compared OMol25 entry of this formula, charge and spin) is 4.200 eV.

***

[6]
C30H47F2FeO9 | the ωB97M-V functional and the def2-TZVPD basis

Structure (XYZ):
```
89
Properties=species:S:1:pos:R:3:lowdin_spin:R:1
Fe -0.941 -0.820 2.302 4.022
C -0.733 -0.911 -2.026 0.026
C 0.235 -0.484 -0.927 0.068
O -0.135 -0.820 0.423 0.695
H -1.773 -0.740 -1.747 0.001
H -0.709 -1.991 -2.174 0.001
H -0.531 -0.552 -3.035 0.001
H 0.218 0.604 -0.989 0.018
H 1.184 -0.909 -1.253 0.016
O 0.134 0.968 2.830 0.045
C 0.722 2.010 3.047 0.005
O 0.448 3.217 2.459 0.005
C -0.684 3.398 1.547 0.000
C -1.002 4.966 1.727 0.000
C 1.839 1.896 4.069 0.002
H -1.455 2.726 1.923 0.000
H -0.460 3.037 0.543 0.000
H -1.740 5.433 1.075 0.000
H -0.064 5.521 1.740 0.000
H -1.344 5.121 2.751 0.000
H 2.819 2.058 3.621 0.000
H 1.855 0.914 4.540 0.000
H 1.719 2.695 4.801 0.000
O -1.409 -2.853 1.854 0.031
C -1.716 -4.019 1.582 0.005
O -1.800 -5.020 2.438 0.003
C -1.542 -4.841 3.843 0.000
C -1.345 -6.225 4.552 0.000
C -2.291 -4.402 0.243 0.001
H -2.359 -4.345 4.367 0.000
H -0.668 -4.192 3.901 0.000
H -1.470 -6.036 5.618 0.000
H -0.332 -6.583 4.363 0.000
H -2.101 -6.968 4.300 0.000
H -2.994 -3.625 -0.055 0.000
H -2.744 -5.391 0.310 0.000
H -1.542 -4.178 -0.516 0.000
O 1.002 -1.718 2.801 0.041
C 1.629 -2.567 3.518 0.007
O 2.184 -3.682 3.107 0.007
C 2.060 -4.173 1.797 0.001
C 3.383 -3.790 1.003 0.000
C 1.834 -2.379 4.982 0.000
H 1.216 -3.805 1.214 0.000
H 1.892 -5.239 1.951 0.000
H 3.253 -4.017 -0.056 0.000
H 4.250 -4.353 1.347 0.000
H 3.617 -2.728 0.936 0.000
H 1.513 -3.263 5.533 0.000
H 1.262 -1.544 5.386 0.000
H 2.886 -2.504 5.240 0.000
O -1.023 5.013 -5.526 0.000
C -0.760 4.796 -4.347 0.000
O -0.710 3.574 -3.723 0.001
C -0.972 2.389 -4.460 0.003
C 0.334 1.678 -4.667 0.001
C -0.393 5.913 -3.370 0.000
H -1.479 2.593 -5.403 0.001
H -1.614 1.734 -3.871 0.002
H 1.049 2.241 -5.268 0.000
H 0.036 0.768 -5.187 0.000
H 0.739 1.410 -3.691 0.000
H 0.394 5.539 -2.714 0.000
H -1.196 6.275 -2.727 0.000
H -0.135 6.808 -3.935 0.000
F -3.273 1.053 -5.712 0.122
C -3.512 0.019 -4.916 0.245
C -4.562 0.157 -3.984 0.138
C -4.688 -0.917 -3.088 0.028
C -3.933 -2.080 -3.227 0.288
C -3.017 -2.191 -4.268 0.074
C -2.762 -1.119 -5.108 0.080
H -5.225 1.002 -3.869 0.002
H -5.368 -0.800 -2.257 -0.002
H -3.989 -2.856 -2.477 0.012
H -2.357 -3.036 -4.398 0.000
H -2.160 -1.191 -6.002 0.000
F 5.560 1.333 0.370 0.000
C 4.588 2.257 0.393 0.000
C 4.735 3.301 1.288 0.000
C 3.708 4.279 1.293 0.000
C 2.592 4.164 0.445 0.000
C 2.420 3.127 -0.366 0.000
C 3.469 2.202 -0.460 0.000
H 5.565 3.303 1.980 0.000
H 3.701 4.949 2.140 0.000
H 1.825 4.923 0.497 0.000
H 1.639 3.177 -1.110 0.000
H 3.504 1.316 -1.078 0.000
```

The calculation puts the frontier orbital gap (alpha / beta) at 5.4774 / 2.4099 eV. The charge is +3. Its spin multiplicity is 7. As for the energy: -3310.7602 hartree.